Computed, not measured: a single C6H12O molecule in a non-equilibrium geometry, with wB97M-V/def2-TZVPD.

LUMO energy ... 0.0349 Eh
Relative energy (zero: lowest compared OMol25 entry of this formula, charge and spin) ... 3.490 eV
Charge ... 0
Kohn-Sham gap ... 9.488 eV
SMILES ... CCC[C@H]1C[C@H]1O
Strongest force on any atom ... 3.6 eV/A

Last column: natural (NBO) charge in e.
Positions of all 19 atoms, in Å:
C (-2.38, 0.31, -0.62)  -0.627
C (-1.44, 0.57, 0.54)  -0.393
C (-0.27, -0.79, 0.65)  -0.447
C (1.17, -0.37, 0.85)  -0.274
C (2.29, -0.98, 0.01)  -0.427
C (1.82, 0.39, -0.29)  0.073
O (1.13, 0.53, -1.50)  -0.703
H (-1.78, 0.17, -1.52)  0.210
H (-2.97, -0.61, -0.47)  0.208
H (-3.10, 1.12, -0.81)  0.210
H (-2.07, 0.79, 1.45)  0.194
H (-0.78, 1.42, 0.44)  0.188
H (-0.37, -1.35, -0.28)  0.215
H (-1.05, -0.78, 1.38)  0.266
H (1.48, -0.08, 1.85)  0.218
H (2.04, -1.75, -0.71)  0.225
H (3.27, -1.11, 0.47)  0.219
H (2.47, 1.24, -0.04)  0.173
H (0.53, 1.28, -1.41)  0.469

***

Computed, not measured: C19H18NNdOS as an isolated structure in a non-equilibrium geometry, with wB97M-V/def2-TZVPD.

LUMO energy (spin up / spin down) ... -0.0041 / 0.0004 Eh
Relative energy (zero: lowest compared OMol25 entry of this formula, charge and spin) ... 0.000 eV
Spin multiplicity ... 4
Charge ... 0
Kohn-Sham gap (spin up / spin down) ... 7.933 / 8.106 eV
Strongest force on any atom ... 2.7 eV/A

Last column: natural (NBO) charge in e.
Positions of all 41 atoms, in Å:
C (1.41, -2.32, 3.54)  -0.371
C (0.08, -2.81, 3.31)  -0.347
C (-0.29, -2.45, 1.98)  -0.321
H (-0.52, -3.39, 4.00)  0.242
C (0.80, -1.75, 1.39)  -0.305
C (1.84, -1.66, 2.35)  -0.348
H (2.83, -1.23, 2.18)  0.238
H (1.99, -2.46, 4.46)  0.242
H (-1.16, -2.81, 1.44)  0.236
H (0.84, -1.45, 0.34)  0.242
C (-0.54, 1.92, 1.39)  -0.314
C (-0.33, 2.57, 2.65)  -0.358
C (1.04, 2.38, 3.03)  -0.385
H (-1.07, 3.16, 3.19)  0.241
C (1.67, 1.60, 2.01)  -0.336
C (0.69, 1.33, 1.00)  -0.291
H (0.89, 0.91, 0.01)  0.239
H (-1.41, 2.01, 0.75)  0.239
H (1.52, 2.78, 3.92)  0.240
H (2.72, 1.33, 1.96)  0.231
Nd (-0.03, -0.05, 3.47)  1.527
O (-1.38, -0.24, -1.35)  -0.491
C (-2.57, -0.59, -2.10)  -0.114
C (-1.13, -0.95, -2.53)  0.049
H (-3.17, -1.37, -1.65)  0.194
H (-3.05, 0.22, -2.67)  0.186
H (-0.85, -2.01, -2.43)  0.189
H (0.67, -1.89, -4.23)  0.211
C (0.58, -0.81, -4.31)  -0.200
C (-0.45, -0.19, -3.57)  -0.061
C (-0.77, 1.17, -3.78)  -0.199
H (-1.67, 1.58, -3.33)  0.216
C (0.02, 1.90, -4.66)  -0.203
H (-0.20, 2.97, -4.78)  0.216
C (1.04, 1.29, -5.41)  -0.213
H (1.61, 1.88, -6.14)  0.219
C (1.33, -0.07, -5.23)  -0.208
H (2.09, -0.56, -5.82)  0.217
S (-2.75, -0.14, 4.19)  -0.102
C (-1.68, 0.05, 5.41)  0.031
N (-0.65, 0.17, 6.01)  -0.477